[1]
Formula: C26H28IrN3O10P2
Source: the Open Molecules 2025 dataset
Level of theory: ωB97M-V/def2-TZVPD

Summary:
**Energy above the lowest of the compared OMol25 structures with the same formula, charge and spin**: 0.0 kcal/mol
**Spin multiplicity**: 5
**Orbital gap (alpha / beta)**: 0.2117 / 0.1784 Ha

Structure (XYZ):
```
70
Properties=species:S:1:pos:R:3:mulliken_charge:R:1
Ir 0.2738 -0.4164 -0.8828 1.229
O -2.1129 2.1654 -2.8377 -0.548
P -0.6830 2.6093 -2.3180 0.671
O 0.4615 2.8378 -3.2336 -0.741
O -0.4167 1.4809 -1.0468 -0.418
O -0.8930 3.9629 -1.4138 -0.492
P -2.0205 3.9033 -0.1905 0.978
O -1.2833 2.9336 0.9078 -0.368
O -2.3684 5.2466 0.3360 -0.769
O -3.1134 2.9858 -0.8375 -0.688
H -2.7093 2.5570 -2.0218 0.518
H -0.7423 2.2089 0.3735 0.588
C 4.1812 1.7410 -1.3318 -0.971
C 5.0630 0.7287 -1.0378 -0.399
C 4.5849 -0.6091 -0.9995 -1.190
C 3.2036 -0.8525 -1.2449 0.611
N 2.3392 0.1686 -1.3896 0.218
C 2.8268 1.4519 -1.4850 -0.117
C 2.5761 -2.1323 -1.2213 0.542
C 3.1955 -3.3277 -1.5192 -0.721
C 2.5750 -4.5043 -1.1240 -0.495
C 1.3470 -4.4805 -0.4816 -0.780
C 0.7179 -3.2904 -0.2979 -0.022
N 1.2405 -2.1333 -0.7813 0.632
H 4.5283 2.7678 -1.4773 0.443
H 6.1446 0.9362 -0.8337 0.376
H 5.2860 -1.4550 -0.8981 0.384
H 2.1079 2.1737 -1.7184 0.355
H 4.1916 -3.3585 -1.9950 0.467
H 3.0228 -5.4773 -1.3402 0.392
H 0.8810 -5.4227 -0.1788 0.429
H -0.3299 -3.2052 0.0662 0.295
O 3.2992 -1.3805 4.0519 -0.691
C 2.3938 -0.4429 4.4356 0.450
C 2.1953 -0.1656 5.8041 -0.701
C 1.0999 0.5992 6.1876 -0.199
C 0.2198 1.1685 5.2879 -0.994
C 0.5101 1.0341 3.9191 -0.367
C 1.5566 0.1692 3.4668 -0.503
C 1.5622 -0.4396 2.0531 0.782
O 2.3737 -1.3389 1.7062 -0.734
O 0.5976 -0.0023 1.2812 -0.457
H 3.2031 -1.4907 3.0454 0.445
H 2.9686 -0.5295 6.5029 0.385
H 0.8738 0.8291 7.2259 0.335
H -0.6815 1.6162 5.6297 0.439
H -0.0078 1.6244 3.1791 0.698
C -4.5191 1.0399 0.2656 -0.967
N -3.1652 0.4886 0.2091 1.107
C -2.7031 0.3380 1.6232 -0.954
C -3.0731 -0.8849 -0.5196 -1.340
C -2.4948 -0.9322 -1.9452 1.138
C -3.4140 -0.8746 -3.0180 -0.704
C -2.9339 -0.6356 -4.3117 -0.435
C -1.5812 -0.6316 -4.5887 -0.708
C -0.7031 -0.9289 -3.5773 -0.281
C -1.1168 -0.9186 -2.2088 -0.017
H -5.1626 0.4735 0.9994 0.272
H -5.0331 1.0566 -0.7009 0.290
H -4.3440 2.0800 0.5595 0.469
H -2.6665 1.2653 -0.2863 -0.376
H -3.4850 -0.0879 2.2331 0.428
H -2.5257 1.3959 2.0429 0.310
H -1.7516 -0.2236 1.6584 0.280
H -4.1113 -1.2885 -0.4994 0.593
H -2.4228 -1.4902 0.1370 0.258
H -4.5330 -0.8676 -2.8007 0.266
H -3.5649 -0.3266 -5.1587 0.341
H -1.2765 -0.3401 -5.5897 0.388
H 0.3415 -1.1518 -3.8452 0.349
```

[2]
Formula: C21H23N3O6S
Source: the Open Molecules 2025 dataset
Level of theory: ωB97M-V/def2-TZVPD

Summary:
**SMILES**: O=C(COC(=O)c1ccc(O)cc1)Nc1cccc(S(=O)(=O)NC2=NCCCCC2)c1
**Energy above the lowest of the compared OMol25 structures with the same formula, charge and spin**: 46.9 kcal/mol
**Orbital gap**: 0.3470 Ha

Structure (XYZ):
```
54
Properties=species:S:1:pos:R:3:mulliken_charge:R:1
O -0.7690 -4.2348 -3.1041 -0.644
C -1.2464 -3.2338 -2.6276 0.566
C -2.3496 -2.4469 -3.3408 -0.537
O -2.5343 -1.1731 -2.7466 -0.311
C -3.7994 -0.7921 -2.4307 0.578
O -4.7682 -1.4450 -2.7215 -0.626
C -3.8130 0.4708 -1.6732 -0.171
C -2.6409 1.0995 -1.2540 -0.529
C -2.7007 2.2516 -0.4996 -0.207
C -3.9349 2.8022 -0.1567 0.890
O -4.0400 3.9259 0.5817 -0.563
C -5.1105 2.1832 -0.5857 -0.571
C -5.0468 1.0285 -1.3303 -0.620
N -0.8974 -2.6703 -1.4408 0.036
C 0.1210 -3.0119 -0.5585 0.487
C 0.9470 -4.1221 -0.7284 -0.360
C 1.9587 -4.3784 0.1818 -0.877
C 2.1717 -3.5385 1.2649 -0.679
C 1.3448 -2.4441 1.4215 -0.016
S 1.5891 -1.3274 2.7952 1.380
O 1.7629 -2.0829 3.9961 -0.759
O 0.5768 -0.3117 2.7516 -0.650
N 3.1098 -0.6522 2.4746 -0.187
C 3.2237 0.5624 1.8075 0.447
N 3.9560 1.4499 2.3280 -0.746
C 4.1384 2.7265 1.6887 -0.663
C 2.8392 3.5322 1.5679 -0.706
C 1.9708 3.1269 0.3787 -0.891
C 1.4084 1.7099 0.4765 0.063
C 2.5025 0.6380 0.4872 -0.568
C 0.3232 -2.1740 0.5382 -0.441
H -2.0669 -2.3253 -4.3911 0.336
H -3.2897 -3.0126 -3.3018 0.347
H -1.6810 0.6871 -1.5242 0.647
H -1.7889 2.7289 -0.1661 0.134
H -3.1665 4.2472 0.8395 0.296
H -6.0549 2.6263 -0.3142 0.428
H -5.9463 0.5321 -1.6601 0.465
H -1.4026 -1.8251 -1.1991 -0.061
H 0.7881 -4.7711 -1.5741 0.557
H 2.5892 -5.2424 0.0405 0.399
H 2.9518 -3.7191 1.9853 0.447
H 3.6845 -0.6821 3.3073 0.369
H 4.8452 3.2736 2.3189 0.360
H 4.5892 2.6073 0.6943 0.323
H 2.2737 3.4131 2.4941 0.318
H 3.0996 4.5881 1.4636 0.390
H 1.1379 3.8314 0.3010 0.297
H 2.5589 3.2161 -0.5394 0.347
H 0.8036 1.6000 1.3786 0.376
H 0.7633 1.5336 -0.3889 0.038
H 2.0767 -0.3389 0.2626 -0.152
H 3.2433 0.8741 -0.2847 0.632
H -0.3009 -1.3108 0.7165 0.579
```

[3]
Formula: C27H44BrCuN3OP2
Source: the Open Molecules 2025 dataset
Level of theory: ωB97M-V/def2-TZVPD

Summary:
**Total charge**: +2
**Spin multiplicity**: 2
**Orbital gap (alpha / beta)**: 0.2746 / 0.1738 Ha

Structure (XYZ):
```
79
Properties=species:S:1:pos:R:3:mulliken_charge:R:1
C -0.6186 4.6451 -2.9870 -0.437
C -0.8849 3.4045 -3.6076 0.927
C -1.0160 3.3696 -5.0099 -0.430
C -0.9691 4.5926 -5.6973 -0.414
N -0.7559 5.7594 -5.0910 -0.543
C -0.5918 5.8008 -3.7737 -0.366
C -1.0993 2.2623 -2.7690 0.096
C -1.1998 1.9111 -1.5188 0.377
C -1.3127 1.8943 -0.1106 0.464
C -0.2083 1.6394 0.7388 -0.498
C -0.4118 1.0514 1.9803 -0.442
C -1.7084 0.6535 2.3718 0.046
C -2.8166 1.1342 1.6473 -0.715
C -2.6174 1.7457 0.4217 -0.696
Cu -1.5516 0.5493 -2.6367 -1.660
P 2.1404 -1.0217 0.7240 0.849
H -1.1816 2.4386 -5.5569 0.351
H -0.4826 4.7042 -1.9080 0.389
H -1.1170 4.6164 -6.7764 0.381
H -0.4406 6.7709 -3.3012 0.373
H -3.4706 2.0530 -0.1841 0.571
H 0.8008 1.8690 0.3878 0.643
H -3.8244 0.9577 2.0096 0.499
H 0.4374 0.8226 2.6238 0.795
C 1.8858 -2.4648 1.8492 -0.349
C 2.9001 -3.6005 1.7629 -1.175
H 0.8763 -2.8375 1.6047 0.255
H 1.8292 -2.0471 2.8677 0.345
H 2.6333 -4.3690 2.4988 0.437
H 2.8964 -4.0777 0.7751 0.289
H 3.9214 -3.2698 1.9878 0.202
C 3.2155 -1.6202 -0.6545 -0.595
C 3.5012 -0.5046 -1.6650 -1.451
H 2.6764 -2.4440 -1.1501 0.322
H 4.1475 -2.0346 -0.2427 0.640
H 3.9630 -0.9334 -2.5637 0.441
H 2.5783 0.0049 -1.9760 0.255
H 4.1919 0.2484 -1.2616 0.332
C 3.2940 0.0068 1.7356 0.151
C 4.7500 -0.4314 1.8032 -1.460
H 2.8614 0.0524 2.7526 -0.004
H 3.2227 1.0199 1.3055 0.421
H 5.3152 0.3216 2.3664 0.427
H 4.8726 -1.3841 2.3310 0.318
H 5.2118 -0.5112 0.8134 0.301
Br -1.9659 -0.6036 3.6326 -0.021
P -2.0861 -1.3339 -2.1244 1.378
C -0.3309 -1.8413 -1.8141 0.297
C -0.1837 -3.3497 -1.5897 -1.378
H 0.0189 -1.2663 -0.9281 -0.630
H 0.2818 -1.4995 -2.6686 0.550
H 0.8170 -3.6164 -1.2193 0.364
H -0.9198 -3.7403 -0.8735 0.268
H -0.3156 -3.8653 -2.5471 0.416
C -2.8422 -1.7978 -0.5325 0.190
C -4.0182 -2.7487 -0.7693 -1.490
H -3.1294 -0.8586 -0.0379 -0.030
H -2.1143 -2.2765 0.1466 0.260
H -4.5025 -3.0008 0.1745 0.430
H -4.7702 -2.2942 -1.4177 0.323
H -3.6544 -3.6784 -1.2202 0.359
C -3.5525 -0.9984 -3.3439 -0.567
C -3.3392 -0.7054 -4.8252 -1.167
H -3.9854 -0.0694 -2.9131 0.425
H -4.2944 -1.8036 -3.2356 0.398
H -2.5842 0.0745 -4.9907 0.245
H -3.1530 -1.6077 -5.4186 0.329
H -4.3119 -0.3080 -5.1582 0.389
C -0.3421 -0.0144 6.6018 -0.813
N 0.5420 1.0762 6.2803 -0.264
C 1.4148 1.0346 5.2312 0.716
N 2.0944 2.2312 5.0535 -0.476
O 1.5585 0.0658 4.4666 -0.657
H -0.0011 -0.9130 6.0732 0.300
H -1.3782 0.2073 6.3047 0.227
H -0.3159 -0.1837 7.6854 0.321
H 0.4273 1.9629 6.7563 0.199
H 2.8860 2.1592 4.4300 0.219
H 2.2067 2.8150 5.8731 0.229
```